18
Properties=species:S:1:pos:R:3:forces:R:3 method="wB97M-V/def2-TZVPD" homo_lumo_gap_ev=9.377 lumo_energy_ev=1.09 total_energy_ha=-343.8768 e_homo_ev=-8.29 total_charge=0
C -2.002095 0.465095 0.196685 -3.479 1.248 1.463
C -0.385909 -0.619262 -0.429000 -4.206 1.740 -2.797
C -0.523789 0.735344 0.413135 1.781 -0.848 -6.086
C 0.872725 1.447661 -0.142496 -2.050 -3.336 3.812
C 1.763411 0.213722 -0.185200 2.817 -2.669 -0.385
C 0.945525 -1.110029 -0.305391 0.591 0.131 -3.870
H -2.449959 1.091954 -0.733209 0.579 -1.898 1.881
H -2.633052 0.592935 1.273281 1.195 0.334 -3.270
H -2.398966 -1.775792 -0.245403 2.438 2.682 0.510
H -0.764926 -0.439799 -1.626780 2.071 0.228 2.405
H -0.445305 0.560930 1.397392 1.230 -0.805 3.276
H 0.895697 1.936035 -1.034036 -0.139 1.786 -2.157
H 1.147713 1.882506 0.769581 0.835 2.121 0.632
H 2.929948 0.242979 -0.594155 -3.433 -0.029 0.976
H 2.010314 -1.655211 1.361869 -0.351 3.391 -1.411
H 1.251992 -1.792370 -1.151496 0.375 0.090 1.655
N -1.677899 -0.991798 0.115373 -2.661 -1.629 0.477
N 1.464575 -0.784906 0.919854 2.409 -2.538 2.889



18
Properties=species:S:1:pos:R:3:forces:R:3 method="wB97M-V/def2-TZVPD" homo_lumo_gap_ev=8.780 lumo_energy_ev=1.01 total_energy_ha=-343.9303 smiles="N=C=CN1CC1.C=C" e_homo_ev=-7.77 total_charge=0
N -2.561418 -2.105968 -0.805483 -4.388 4.712 -1.203
C -1.778182 -1.228574 -0.907666 2.920 3.129 0.764
C -0.908210 -0.230090 -0.797340 -2.899 0.217 1.738
N -0.961268 0.639950 0.384712 0.606 -1.309 0.439
C -2.267565 1.220748 0.794227 -0.450 -0.908 -3.016
C -1.224792 2.010011 0.163155 0.805 2.209 -1.014
H -2.313087 -2.966122 -0.795230 2.086 -7.410 0.853
H -0.448184 0.150055 -1.637034 1.035 0.706 -1.619
H -2.491454 1.355700 1.814948 -0.331 -0.347 0.925
H -3.021261 0.971880 -0.003830 0.087 0.181 1.596
H -1.378947 2.411436 -0.838149 -0.292 -0.541 -0.215
H -0.646557 2.763178 0.680558 0.255 -0.291 0.624
C 1.928834 -1.569141 1.059765 1.204 0.462 2.351
C 1.401639 -1.493776 -0.142755 0.133 -1.939 -1.143
H 2.690176 -0.855400 1.601302 -1.651 -1.199 -1.613
H 1.624854 -2.405574 1.705814 0.115 0.426 -0.184
H 0.744946 -2.374140 -0.511334 1.152 1.814 0.639
H 1.767637 -0.792664 -0.886211 -0.387 0.086 0.077



18
Properties=species:S:1:pos:R:3:forces:R:3 method="wB97M-V/def2-TZVPD" homo_lumo_gap_ev=8.724 lumo_energy_ev=0.97 total_energy_ha=-344.0353 smiles="C=C(C)N[C@]1(C)C=N1" e_homo_ev=-7.75 total_charge=0
C 0.516454 -1.532518 1.281330 -0.050 -0.142 0.257
C 0.492105 -1.159511 0.002983 0.098 -0.239 -0.022
C 0.743369 -2.136149 -1.114294 -0.012 0.152 0.141
N 0.295755 0.135927 -0.457574 -1.105 0.760 0.089
C -0.366361 1.236301 0.289415 1.484 -0.280 -1.110
C -1.491631 1.913382 -0.449942 0.132 -0.255 0.234
C 0.529712 1.919529 1.191107 -1.624 -0.527 0.170
N -0.346467 1.194814 1.760474 0.830 0.576 0.223
H 0.720886 -2.554764 1.546630 0.054 -0.223 -0.149
H 0.331186 -0.861214 2.097539 -0.051 0.062 0.053
H 0.986952 -3.115727 -0.719754 0.030 -0.091 0.044
H -0.143926 -2.226437 -1.740473 -0.077 -0.016 -0.094
H 1.565892 -1.796488 -1.741877 0.089 0.019 -0.085
H 0.109180 0.199268 -1.447606 -0.034 -0.095 0.091
H -2.300078 1.206901 -0.623697 -0.122 -0.055 -0.060
H -1.872658 2.744941 0.138709 0.003 0.025 -0.003
H -1.143840 2.294942 -1.408144 0.004 0.039 -0.113
H 1.373470 2.536801 1.395174 0.351 0.292 0.333



18
Properties=species:S:1:pos:R:3:forces:R:3 method="wB97M-V/def2-TZVPD" homo_lumo_gap_ev="8.100 / 6.887" lumo_energy_ev="0.54 / 0.50" total_energy_ha=-343.8764 e_homo_ev="-7.56 / -6.39" total_charge=0
C -2.265569 0.299331 -0.796544 -0.241 -3.620 0.568
C -1.961429 1.462786 -1.113264 2.037 4.973 -0.272
C 1.132159 1.053344 1.819831 1.801 -0.350 -1.251
C -1.839638 -0.964688 -0.197482 1.049 -0.020 1.894
C -0.321552 -1.312157 -0.247651 -1.749 -1.496 -3.321
C 2.098084 -0.688763 -0.287175 -0.244 -2.253 -0.499
N 0.370473 0.186039 1.219951 0.694 1.733 2.156
N 0.707966 -0.614798 0.244401 1.341 0.483 0.681
H -1.135286 2.134515 -0.677965 -0.786 -1.227 -0.465
H -2.533242 1.992662 -1.849686 -0.500 0.413 -0.309
H 0.745250 1.524407 2.686270 -0.735 0.386 0.486
H 2.218625 1.407945 1.605420 -1.733 -1.152 -0.144
H -2.053443 -0.932825 0.897086 -0.501 -0.168 -0.724
H -2.434136 -1.732035 -0.706905 0.505 -0.342 0.474
H -0.052568 -1.690241 -1.238729 0.011 -0.434 0.306
H 2.873976 -0.599754 0.502399 -0.798 -0.142 -0.289
H 2.315808 -1.675704 -0.935092 -0.880 2.226 1.687
H 2.134521 0.149937 -0.924865 0.729 0.990 -0.980



18
Properties=species:S:1:pos:R:3:forces:R:3 method="wB97M-V/def2-TZVPD" homo_lumo_gap_ev=9.757 lumo_energy_ev=0.63 total_energy_ha=-343.9888 smiles="[H]/N=N/C1=C[C@H](C)[C@H]1C" e_homo_ev=-9.12 total_charge=0
H -0.960359 -4.202370 1.163021 -0.033 -0.710 0.817
N -0.859378 -3.252168 0.845830 0.811 2.013 0.569
N -0.339661 -2.544680 1.742262 -0.350 2.176 -3.230
C -0.125314 -1.039017 1.054525 -0.255 -2.506 1.586
C 0.518494 0.030777 1.502295 0.811 -0.132 0.743
C 0.193942 0.860289 0.227185 -0.421 -1.591 2.392
C -0.661834 2.020030 0.577582 -2.126 0.733 -1.439
C -0.464748 -0.462055 -0.293634 0.473 -0.671 -0.660
C 0.233471 -1.211339 -1.475358 -1.455 0.292 0.029
H 1.006647 0.206391 2.484285 -0.300 0.157 -0.885
H 0.929725 1.304920 -0.360212 2.017 -0.152 -1.027
H -0.043358 2.817238 1.007452 -0.477 -0.272 0.486
H -1.589944 1.709158 1.136824 1.088 0.652 -0.136
H -1.012874 2.447713 -0.405157 0.018 -0.156 0.876
H -1.503037 -0.250521 -0.424811 -0.919 -0.319 -0.438
H -0.466027 -1.594998 -2.256332 0.447 0.544 0.594
H 0.772662 -2.065364 -1.122166 0.255 -0.513 0.369
H 0.957557 -0.552842 -1.902267 0.417 0.456 -0.645



18
Properties=species:S:1:pos:R:3:forces:R:3 method="wB97M-V/def2-TZVPD" homo_lumo_gap_ev=10.053 lumo_energy_ev=0.81 total_energy_ha=-344.0546 smiles=c1ccncc1.CN e_homo_ev=-9.24 total_charge=0
C -0.640292 0.495802 0.754833 -4.808 -0.766 -0.236
C -1.076470 -0.850771 0.897055 4.323 2.051 0.068
C -2.010657 -1.371833 0.041956 -0.193 0.200 0.168
N -2.682065 -0.521002 -0.632996 -2.847 3.806 -3.084
C -2.541747 0.901106 -0.613963 0.551 -4.321 1.711
C -1.574507 1.427386 0.161783 3.466 1.598 0.310
H 0.216205 0.810392 1.241323 1.530 0.628 0.921
H -0.268730 -1.353787 1.392375 -0.338 -1.261 0.431
H -2.220759 -2.416268 -0.210004 0.234 0.150 0.693
H -3.183029 1.533487 -1.145233 -1.178 0.207 -0.984
H -1.309518 2.568470 0.160233 -0.709 -2.290 -0.002
C 3.652614 -0.527438 -0.639091 0.478 -0.077 -1.321
N 4.351798 0.455731 0.239142 -0.705 1.673 -2.396
H 2.666782 -0.154912 -0.958646 0.229 0.022 0.532
H 4.117966 -0.832784 -1.680848 -0.217 0.545 2.119
H 3.514585 -1.429701 -0.023848 -0.062 0.225 -0.462
H 5.121375 0.029206 0.657601 1.377 -1.060 0.934
H 4.803347 1.257283 -0.291408 -1.133 -1.328 0.600



18
Properties=species:S:1:pos:R:3:forces:R:3 method="wB97M-V/def2-TZVPD" homo_lumo_gap_ev="7.838 / 8.216" lumo_energy_ev="-10.26 / -9.67" total_energy_ha=-343.2487 e_homo_ev="-18.10 / -17.89" total_charge=+2
C -0.220724 -1.005713 0.022534 -5.090 4.092 -1.685
C 0.739157 1.099123 0.087989 0.260 0.523 0.035
C -1.432135 0.532269 -0.424947 4.298 -5.259 1.552
C 1.908515 -0.758434 1.318144 0.965 -0.372 0.946
C 2.286322 -0.866579 -0.071029 1.284 -0.482 -0.287
C -2.809391 0.478684 -0.767963 -1.200 0.353 -0.367
N -0.503912 1.449372 -0.269533 -0.308 0.327 -0.092
N 0.899167 -0.284650 0.253523 -0.002 0.836 -0.075
H -0.425658 -2.053105 0.048331 0.177 -0.450 0.084
H 1.538199 1.803317 0.239066 0.081 0.029 0.014
H 1.587067 -1.638048 1.870769 -0.227 0.105 -0.235
H 2.305489 0.033893 1.946780 -0.138 0.093 -0.215
H 2.976103 -0.154666 -0.516751 -0.225 0.090 0.090
H 2.254161 -1.827395 -0.579488 -0.291 0.127 0.084
H -3.390467 -0.085977 -0.029872 0.177 0.090 0.109
H -2.970067 -0.049640 -1.717273 0.206 0.079 0.003
H -3.226641 1.486478 -0.855819 -0.060 -0.040 -0.013
H -0.716218 2.445020 -0.418416 0.096 -0.140 0.053



19
Properties=species:S:1:pos:R:3:forces:R:3 method="wB97M-V/def2-TZVPD" homo_lumo_gap_ev=10.088 lumo_energy_ev=0.99 total_energy_ha=-419.2642 e_homo_ev=-9.10 total_charge=0
C 1.031450 -1.477252 -0.253751 -0.041 -0.259 0.319
C 0.392291 -0.382500 0.576195 -0.233 0.312 -0.164
C 0.391490 1.170817 0.263893 1.769 -0.914 1.609
C -1.127088 -0.063085 0.261633 0.966 -1.469 0.454
C -1.126275 0.289793 -1.212490 1.154 -0.160 -0.236
C 0.094862 1.206347 -1.213949 -0.409 -0.623 -0.240
H 2.066755 -1.667490 0.134734 -1.004 -0.101 -0.545
H 1.034771 -1.199830 -1.307050 0.212 -0.185 0.018
H 0.349424 -2.376112 -0.156324 1.043 0.644 -0.032
H 0.419666 -1.511858 2.250449 0.070 -0.121 0.258
H 0.389007 0.080666 2.580410 -0.795 1.090 0.829
H 1.205328 1.743143 0.811367 -1.212 -0.167 -1.013
H -1.800081 -0.829758 0.653939 -0.609 0.776 0.179
H -1.257748 -0.472533 -1.961310 -0.185 -0.008 -0.153
H -1.566482 2.146643 -0.786660 -0.672 0.936 0.640
H 0.894531 1.072465 -1.928129 -0.111 0.405 -0.152
N 0.737223 -0.597066 1.965782 0.517 -1.248 -1.218
N -1.218586 1.678123 -1.590293 0.111 -0.071 -0.691
O -0.910539 1.189489 0.911554 -0.571 1.162 0.136



What did the eighth record say?
19
Properties=species:S:1:pos:R:3:forces:R:3 method="wB97M-V/def2-TZVPD" homo_lumo_gap_ev=10.088 lumo_energy_ev=0.99 total_energy_ha=-419.2642 e_homo_ev=-9.10 total_charge=0
C 1.031450 -1.477252 -0.253751 -0.041 -0.259 0.319
C 0.392291 -0.382500 0.576195 -0.233 0.312 -0.164
C 0.391490 1.170817 0.263893 1.769 -0.914 1.609
C -1.127088 -0.063085 0.261633 0.966 -1.469 0.454
C -1.126275 0.289793 -1.212490 1.154 -0.160 -0.236
C 0.094862 1.206347 -1.213949 -0.409 -0.623 -0.240
H 2.066755 -1.667490 0.134734 -1.004 -0.101 -0.545
H 1.034771 -1.199830 -1.307050 0.212 -0.185 0.018
H 0.349424 -2.376112 -0.156324 1.043 0.644 -0.032
H 0.419666 -1.511858 2.250449 0.070 -0.121 0.258
H 0.389007 0.080666 2.580410 -0.795 1.090 0.829
H 1.205328 1.743143 0.811367 -1.212 -0.167 -1.013
H -1.800081 -0.829758 0.653939 -0.609 0.776 0.179
H -1.257748 -0.472533 -1.961310 -0.185 -0.008 -0.153
H -1.566482 2.146643 -0.786660 -0.672 0.936 0.640
H 0.894531 1.072465 -1.928129 -0.111 0.405 -0.152
N 0.737223 -0.597066 1.965782 0.517 -1.248 -1.218
N -1.218586 1.678123 -1.590293 0.111 -0.071 -0.691
O -0.910539 1.189489 0.911554 -0.571 1.162 0.136